ORCA calculation (ωB97M-V/def2-TZVPD) on a 6-piece molecular cluster, C40H59BF5I2NO22S4 overall at a distorted geometry.

Structure (XYZ):
```
134
C40H59BF5I2NO22S4 (ωB97M-V/def2-TZVPD)
I 1.436 1.280 -0.998
I -3.443 2.289 -1.245
S -3.397 1.730 2.253
S 0.268 2.100 6.632
S 0.278 3.994 4.393
S 0.369 1.353 2.142
F -8.941 5.875 -5.107
F -3.471 7.441 -0.094
F 9.106 -4.576 0.060
F 1.958 -0.745 -8.103
F 5.574 -0.035 2.238
O 0.998 -1.361 0.861
O 4.976 -1.007 -1.015
O 4.945 -3.244 -0.770
O 4.510 3.587 3.420
O -7.657 7.324 -3.940
O -4.719 5.845 -2.881
O -7.090 8.868 -2.399
O 6.934 -6.962 1.263
O 7.810 -8.818 0.333
O -0.730 -1.180 -5.993
O 8.641 -6.777 -0.171
O -3.377 2.640 3.360
O -8.900 7.563 -2.102
O -3.115 7.297 -2.324
O -3.192 6.454 -4.419
O -0.661 -2.885 1.519
O -4.565 1.851 1.428
O -2.038 1.994 1.455
O 0.849 -2.384 -7.012
O 5.475 -1.902 0.967
O -0.507 -3.362 -5.493
O 0.287 -6.648 0.303
N 2.542 3.034 5.448
C 7.330 -5.587 1.268
C -4.092 7.371 -1.296
C 3.117 1.993 4.578
C 3.606 2.505 3.238
C -0.039 0.513 5.763
C -2.090 -0.728 2.657
C 1.140 3.073 5.416
C -8.478 6.172 -3.871
C -3.396 0.059 2.874
C -7.814 8.008 -2.775
C -3.629 6.525 -3.323
C -1.263 -1.540 -2.042
C 5.110 0.082 -0.094
C 5.112 -2.160 -0.324
C -2.555 -1.001 0.219
C 1.332 -4.450 -2.402
C -9.584 6.624 -2.941
C -4.835 6.069 -1.471
C 0.726 -1.185 -7.756
C -1.382 1.920 -1.418
C -1.177 -0.647 3.897
C 0.047 -0.262 -6.769
C -0.165 -2.408 -6.102
C 7.796 -7.645 0.466
C -0.898 2.337 -2.785
C 0.055 -3.531 2.577
C 0.876 -6.506 -0.980
C 3.761 4.667 3.963
C -1.088 0.989 1.011
C -0.628 1.405 -0.431
C 3.222 4.331 5.338
C -2.164 -1.994 -0.882
C -1.113 -6.780 0.299
C 5.901 -0.550 1.029
C -1.235 0.602 4.807
C 0.058 -2.308 -2.193
C 1.636 -5.176 -1.087
C -1.465 -0.484 1.236
C 8.095 -5.481 -0.025
C -0.079 -3.805 -2.371
B -0.301 -1.584 1.189
H -0.637 -4.268 -1.556
H -2.130 0.572 5.422
H 5.616 0.923 -0.559
H -5.878 6.138 -1.170
H -1.420 -7.822 0.176
H -1.491 -6.433 1.258
H -1.723 2.686 -3.396
H -1.862 -2.964 -0.496
H -3.366 -1.479 0.762
H 4.434 5.519 4.027
H 2.798 2.843 2.582
H 4.162 1.704 2.755
H 1.568 -7.325 -1.177
H -4.705 8.261 -1.439
H 1.473 -5.074 -3.282
H 6.984 -0.506 0.905
H 0.151 -1.383 -8.662
H 0.775 0.236 -6.126
H -0.165 3.135 -2.692
H 3.956 1.519 5.087
H 0.873 -2.933 2.971
H 0.739 -2.115 -1.366
H 4.070 4.296 6.026
H -1.785 -1.687 -2.988
H -2.427 -1.760 2.611
H -1.591 -6.186 -0.483
H 0.117 -6.529 -1.763
H -0.638 -3.730 3.394
H 7.963 -5.394 2.136
H 2.964 4.934 3.264
H -4.191 -0.428 2.317
H 2.712 -5.333 -1.017
H -7.885 5.332 -3.502
H -10.009 5.817 -2.351
H -3.119 -2.231 -1.360
H 6.466 -4.927 1.301
H -0.581 -4.074 -3.294
H 0.397 2.674 1.924
H -1.488 -1.457 4.564
H 1.342 -4.533 -0.256
H -0.998 -0.488 -2.006
H -10.379 7.133 -3.487
H 0.539 -1.905 -3.089
H 1.443 -2.169 0.588
H -0.588 0.483 -7.240
H -3.018 -0.139 -0.259
H 2.585 5.150 5.659
H -0.120 -0.820 3.703
H 0.419 -4.488 2.209
H 0.855 0.332 5.172
H 4.121 0.387 0.243
H 2.348 1.247 4.382
H 7.477 -5.248 -0.894
H -4.357 5.247 -0.940
H -0.175 -0.246 6.525
H 2.064 -3.643 -2.483
H -0.445 1.488 -3.293
H -1.132 1.531 4.262
H -3.714 0.065 3.909
```

## Properties
HOMO level   -8.1 eV
SMILES   COCCCCCCCC[C@]1(B(O)OC)[C@@H](CCCSC(=S)N2CCOCC2)CS(=O)(=O)O[C@]1(S)/C(I)=C(/C)I.O=C1OC[C@@H](F)O1.O=C1OC[C@@H](F)O1.O=C1OC[C@@H](F)O1.O=C1OC[C@@H](F)O1.O=C1OC[C@@H](F)O1
Orbital gap   7.5998 eV
2S+1   1